The following is a DFT calculation (ωB97M-V with the def2-TZVPD basis set) of C5H10CuO3 as an isolated structure in a non-equilibrium geometry.

2S+1 = 3
HOMO energy (spin up / spin down) = -10.67 / -12.37 eV
Orbital gap (spin up / spin down) = 5.1193 / 4.8730 eV
Charge = +1

Each line ends with the natural charge from an NBO analysis.
Atoms and positions in Å:
C -0.62 2.76 0.96  -0.2845
O -1.42 1.64 0.78  -0.3478
C -1.90 1.46 -0.54  -0.3387
H -0.19 2.71 1.97  0.2384
H 0.20 2.82 0.23  0.2070
H -1.22 3.70 0.86  0.1827
H -2.41 0.48 -0.59  0.2411
H -1.11 1.60 -1.30  0.2269
Cu -3.34 2.90 -0.76  0.8632
O 3.43 -3.18 -0.51  -0.4816
C 2.31 -2.93 -0.14  0.4033
C 1.32 -2.16 -0.98  -0.1887
O 0.08 -1.99 -0.34  -0.4771
C -0.01 -0.98 0.56  -0.1285
H 1.92 -3.30 0.85  0.1231
H 1.14 -2.74 -1.91  0.2354
H 1.76 -1.19 -1.27  0.2008
H -0.87 -1.06 1.22  0.1715
H 0.92 -0.54 0.92  0.1534


The following is a DFT calculation (ωB97M-V with the def2-TZVPD basis set) of C4H10O3S in the gas phase in a non-equilibrium geometry.

Structure (SMILES) = CC(C)OS(C)(=O)=O
HOMO energy = -10.94 eV
Orbital gap = 11.6492 eV
ΔE to the lowest compared entry with this formula, charge and spin = 341.9 kJ/mol

Each line ends with the natural charge from an NBO analysis.
Atoms and positions in Å:
C 2.17 -0.40 0.83  -0.6810
C 1.07 0.59 1.28  0.0936
C 0.34 -0.08 2.44  -0.6553
O 0.25 0.94 0.14  -0.7412
S -0.74 -0.01 -0.69  2.3718
C 0.09 -0.22 -2.18  -0.9780
O -0.85 -1.31 -0.08  -0.9468
O -1.95 0.73 -1.02  -0.9129
H 1.84 -1.43 0.72  0.2311
H 3.00 -0.37 -0.02  0.2335
H 2.67 -0.55 1.76  0.2204
H 1.37 1.67 1.54  0.2200
H 0.98 0.26 3.36  0.2218
H -0.64 0.45 2.60  0.2406
H 0.33 -1.32 2.32  0.2485
H 0.82 -1.23 -2.38  0.2804
H 0.60 0.86 -2.41  0.2721
H -0.87 -0.44 -2.95  0.2816


The following is a DFT calculation (ωB97M-V with the def2-TZVPD basis set) of C4H6N2 as an isolated structure in a non-equilibrium geometry.

HOMO energy = -8.00 eV
Orbital gap = 8.7473 eV
ΔE to the lowest compared entry with this formula, charge and spin = 289.1 kJ/mol

Each line ends with the natural charge from an NBO analysis.
Atoms and positions in Å:
N -1.52 -0.25 -0.77  -0.8132
C -0.14 -0.22 -0.60  0.0512
C 0.68 -0.88 0.65  -0.4069
C 0.59 0.45 1.17  -0.3731
C 0.50 0.76 -1.43  0.2232
N 1.02 1.60 -2.05  -0.3498
H -2.03 0.62 -0.83  0.3896
H -2.07 -1.07 -0.56  0.3907
H 1.67 -1.24 0.38  0.2339
H 0.07 -1.64 1.13  0.2271
H -0.21 0.75 1.83  0.2084
H 1.44 1.13 1.09  0.2190


The following is a DFT calculation (ωB97M-V with the def2-TZVPD basis set) of C6H8N2 as an isolated structure in a non-equilibrium geometry.

HOMO energy = -9.30 eV
Orbital gap = 9.8200 eV
ΔE to the lowest compared entry with this formula, charge and spin = 603.6 kJ/mol

Each line ends with the natural charge from an NBO analysis.
Atoms and positions in Å:
C -0.69 -2.45 0.99  0.2615
C -0.54 -1.11 0.24  -0.1700
C -0.07 -0.29 1.26  -0.1269
C 0.16 1.21 0.88  -0.3054
C 0.67 0.51 -1.27  -0.2314
C -0.70 -0.68 -1.27  -0.4489
H 0.49 -0.59 2.38  0.2688
H -0.47 1.70 1.55  0.2138
H 1.21 1.25 0.97  0.1886
H 0.81 2.39 -0.61  0.3542
H 0.90 0.92 -2.21  0.1919
H 1.77 0.20 -0.79  0.1883
H -0.62 -1.58 -2.08  0.2710
H -1.80 0.21 -1.12  0.2790
N -1.08 -3.39 1.56  -0.3416
N -0.04 1.70 -0.49  -0.5928


The following is a DFT calculation (ωB97M-V with the def2-TZVPD basis set) of a 4-piece molecular cluster, C48H84Br2IN3O12P2 overall in a non-equilibrium geometry.

Structure (SMILES) = CCCCOc1c([C@@H](Br)[C@H](C)Br)c(P(=N)(O)O)c(Cc2ccc(C)cc2)c2nc(P(CC)CC)c([C@H](I)CC)nc12.COCCOCCOC.COCCOCCOC.COCCOCCOC
HOMO energy = -8.29 eV
Orbital gap = 7.5641 eV

Each line ends with the Löwdin charge.
Atoms and positions in Å:
C -4.14 -1.69 2.95  -0.0964
C -2.93 -2.60 2.75  -0.2399
C -1.59 -1.83 2.69  -0.1871
C -0.82 -2.30 1.47  -0.1882
O 0.49 -1.77 1.28  -0.0557
C 0.64 -0.41 1.39  -0.1848
C 1.40 0.16 2.40  -0.1787
C 1.95 -0.84 3.39  -0.6738
Br 3.75 -1.41 2.90  0.7702
C 1.84 -0.57 4.89  -0.7621
C 2.01 -1.89 5.66  -0.1703
Br 0.10 0.14 5.42  0.7694
C 1.62 1.61 2.39  -0.1071
P 2.74 2.41 3.61  0.5027
N 4.04 1.60 3.84  -0.1691
O 1.87 2.77 4.90  -0.1654
O 3.17 3.84 3.03  -0.1465
C 0.98 2.37 1.42  -0.1261
C 1.03 3.87 1.31  -0.1143
C 2.03 4.34 0.28  -0.2167
C 1.79 5.57 -0.36  -0.0437
C 2.63 6.06 -1.34  -0.0407
C 3.75 5.32 -1.74  -0.2829
C 4.64 5.85 -2.83  -0.0486
C 3.99 4.12 -1.09  -0.0433
C 3.15 3.62 -0.10  -0.0357
C 0.20 1.74 0.40  -0.1363
N -0.36 2.53 -0.56  0.1550
C -1.02 1.92 -1.52  -0.3300
P -1.70 3.00 -2.84  1.0110
C -3.53 3.10 -2.62  -0.4009
C -4.03 4.07 -1.52  -0.1330
C -1.08 4.65 -2.40  -0.4328
C -1.59 5.71 -3.41  -0.1496
C -1.13 0.50 -1.55  -0.3491
C -1.85 -0.19 -2.68  -0.6924
I -3.83 -0.78 -2.07  0.8800
C -1.10 -1.49 -3.05  -0.3407
C 0.33 -1.17 -3.49  -0.0785
N -0.63 -0.27 -0.63  0.2167
C 0.05 0.37 0.36  -0.0965
H -3.99 -0.94 3.72  0.0725
H -4.39 -1.24 1.99  0.0661
H -4.99 -2.31 3.22  0.0589
H -2.88 -3.39 3.49  0.1063
H -3.06 -3.09 1.79  0.0991
H -1.01 -2.09 3.57  0.0863
H -1.81 -0.76 2.67  0.1077
H -0.68 -3.38 1.57  0.1351
H -1.43 -2.16 0.58  0.0999
H 1.36 -1.73 3.23  0.0711
H 2.59 0.10 5.26  0.0380
H 2.83 -2.48 5.26  0.0438
H 1.08 -2.44 5.73  0.0604
H 2.29 -1.63 6.68  0.0754
H 4.22 1.34 4.80  -0.0148
H 2.41 2.63 5.68  0.0835
H 3.89 3.65 2.42  0.0705
H 0.06 4.20 0.95  0.1066
H 1.16 4.35 2.27  0.1079
H 0.92 6.14 -0.07  0.1149
H 2.39 7.01 -1.81  0.1124
H 4.05 5.89 -3.75  0.0804
H 5.47 5.18 -3.03  0.0753
H 4.97 6.87 -2.64  0.0774
H 4.86 3.56 -1.41  0.1093
H 3.36 2.66 0.36  0.1145
H -3.91 3.46 -3.57  0.0645
H -3.96 2.12 -2.46  -0.0130
H -4.99 3.72 -1.16  0.0660
H -3.32 4.13 -0.69  0.0579
H -4.18 5.05 -1.96  0.0577
H -1.40 4.95 -1.40  0.0595
H 0.00 4.67 -2.41  0.0595
H -0.80 6.38 -3.71  0.0628
H -2.43 6.28 -3.02  0.0586
H -1.90 5.19 -4.32  0.0508
H -1.85 0.41 -3.58  0.0561
H -1.63 -1.89 -3.92  0.0759
H -1.15 -2.20 -2.23  0.0799
H 1.01 -1.29 -2.65  0.0724
H 0.43 -0.14 -3.83  0.0774
H 0.65 -1.85 -4.27  0.0675
C -8.57 -8.40 4.03  -0.1141
O -8.69 -7.12 4.61  -0.1990
C -7.50 -6.72 5.28  -0.2058
C -7.41 -5.21 5.35  -0.1819
O -6.98 -4.59 4.15  -0.1349
C -7.91 -4.54 3.08  -0.1828
C -9.03 -3.55 3.27  -0.2057
O -10.01 -4.06 4.15  -0.1988
C -10.76 -3.04 4.78  -0.1140
H -8.40 -9.16 4.80  0.0880
H -9.51 -8.61 3.52  0.0877
H -7.76 -8.42 3.30  0.0879
H -6.62 -7.11 4.77  0.1274
H -7.53 -7.12 6.30  0.1283
H -6.63 -4.97 6.08  0.1275
H -8.34 -4.77 5.71  0.1220
H -8.30 -5.54 2.84  0.1219
H -7.32 -4.21 2.21  0.1251
H -9.50 -3.34 2.30  0.1284
H -8.61 -2.61 3.67  0.1272
H -10.11 -2.38 5.36  0.0879
H -11.47 -3.52 5.45  0.0878
H -11.32 -2.45 4.04  0.0880
C -0.98 -9.40 -6.62  -0.1149
O -1.75 -8.65 -5.71  -0.1987
C -1.70 -9.18 -4.39  -0.2065
C -1.99 -8.11 -3.37  -0.1832
O -0.89 -7.25 -3.11  -0.1251
C -0.58 -6.28 -4.10  -0.1788
C -1.55 -5.13 -4.17  -0.2077
O -2.73 -5.50 -4.86  -0.1938
C -3.83 -4.70 -4.51  -0.1103
H -1.35 -10.43 -6.71  0.0878
H -1.06 -8.91 -7.59  0.0874
H 0.07 -9.41 -6.32  0.0880
H -0.71 -9.61 -4.19  0.1274
H -2.45 -9.98 -4.31  0.1278
H -2.18 -8.62 -2.41  0.1271
H -2.89 -7.55 -3.63  0.1220
H -0.44 -6.74 -5.07  0.1225
H 0.39 -5.87 -3.79  0.1280
H -1.08 -4.29 -4.71  0.1222
H -1.80 -4.80 -3.15  0.1254
H -4.04 -4.77 -3.44  0.0877
H -4.70 -5.07 -5.06  0.0884
H -3.66 -3.65 -4.78  0.0782
C 11.33 7.13 -3.80  -0.1154
O 10.90 6.59 -2.56  -0.1991
C 11.87 6.75 -1.54  -0.2061
C 11.22 6.75 -0.17  -0.1827
O 10.60 7.98 0.17  -0.1267
C 9.37 8.30 -0.47  -0.1832
C 8.19 7.49 0.03  -0.2048
O 8.20 6.19 -0.54  -0.2017
C 7.49 5.26 0.25  -0.1104
H 12.23 6.61 -4.16  0.0879
H 10.53 6.99 -4.51  0.0871
H 11.54 8.20 -3.71  0.0878
H 12.42 7.69 -1.67  0.1272
H 12.58 5.91 -1.60  0.1280
H 12.02 6.63 0.57  0.1273
H 10.53 5.91 -0.06  0.1219
H 9.46 8.23 -1.55  0.1214
H 9.18 9.34 -0.21  0.1271
H 7.26 7.99 -0.27  0.1266
H 8.23 7.43 1.12  0.1285
H 7.92 5.18 1.25  0.0898
H 7.57 4.28 -0.24  0.0882
H 6.43 5.53 0.32  0.0820


The following is a DFT calculation (ωB97M-V with the def2-TZVPD basis set) of C5H5FN2 in the gas phase in a non-equilibrium geometry.

Structure (SMILES) = F/C=C/n1ccnc1
HOMO energy (spin up / spin down) = -8.49 / -7.90 eV
Orbital gap (spin up / spin down) = 8.5180 / 8.1028 eV
ΔE to the lowest compared entry with this formula, charge and spin = 366.6 kJ/mol

Each line ends with the natural charge from an NBO analysis.
Atoms and positions in Å:
F 3.53 -0.31 -0.04  -0.3168
C 2.42 0.40 -0.04  0.1864
C 1.09 -0.73 -0.05  -0.0434
N -0.20 -0.32 -0.09  -0.3804
C -0.71 0.95 -0.12  -0.1035
C -2.05 0.80 -0.03  -0.0661
N -2.36 -0.51 0.12  -0.4395
C -1.24 -1.17 0.05  0.1724
H 2.26 1.40 0.07  0.1665
H 1.23 -1.79 0.11  0.2076
H -0.09 1.78 -0.09  0.2082
H -2.64 1.68 -0.06  0.2082
H -1.25 -2.18 0.16  0.2005


The following is a DFT calculation (ωB97M-V with the def2-TZVPD basis set) of C28H33FN4O5 in the gas phase in a non-equilibrium geometry.

Structure (SMILES) = CCC(C)(C)NC(=O)[C@H](c1ccc(OC)cc1)N(C(=O)CCC(=O)Nc1cc(C)on1)c1ccc(F)cc1
HOMO energy = -8.61 eV
Orbital gap = 9.1585 eV
ΔE to the lowest compared entry with this formula, charge and spin = 21.8 kJ/mol

Each line ends with the natural charge from an NBO analysis.
Atoms and positions in Å:
C 3.21 2.60 0.13  -0.6178
C 2.19 3.72 0.19  -0.3933
C 0.89 3.38 0.95  0.1249
C 0.01 4.63 1.04  -0.6152
C 1.19 2.85 2.35  -0.6300
N 0.19 2.36 0.17  -0.6170
C -0.96 1.78 0.52  0.6958
O -1.61 2.05 1.51  -0.6647
C -1.37 0.65 -0.46  -0.1726
C -2.83 0.57 -0.83  0.0035
C -3.18 -0.27 -1.89  -0.1907
C -4.49 -0.45 -2.27  -0.3122
C -5.50 0.23 -1.60  0.3178
O -6.83 0.14 -1.88  -0.4899
C -7.24 -0.71 -2.92  -0.2522
C -5.16 1.09 -0.55  -0.2559
C -3.84 1.25 -0.17  -0.1975
N -0.93 -0.62 0.15  -0.4546
C 0.37 -0.94 0.06  0.7183
O 1.14 -0.24 -0.60  -0.6890
C 0.87 -2.16 0.80  -0.4991
C 1.57 -3.16 -0.14  -0.4949
C 3.08 -3.00 -0.20  0.6998
O 3.84 -3.93 -0.03  -0.6064
N 3.47 -1.73 -0.47  -0.6448
C 4.77 -1.29 -0.58  0.3113
C 5.98 -2.02 -0.43  -0.3781
C 6.95 -1.08 -0.63  0.3364
C 8.43 -1.16 -0.62  -0.6592
O 6.37 0.11 -0.88  -0.2780
N 5.02 -0.03 -0.84  -0.1855
C -1.93 -1.42 0.78  0.2020
C -2.66 -0.90 1.84  -0.2269
C -3.67 -1.65 2.41  -0.2589
C -3.94 -2.91 1.91  0.3949
F -4.92 -3.65 2.45  -0.3210
C -3.22 -3.45 0.85  -0.2718
C -2.21 -2.69 0.28  -0.2232
H 3.65 2.41 1.11  0.2062
H 4.02 2.86 -0.55  0.2243
H 2.78 1.67 -0.23  0.2129
H 1.91 4.01 -0.83  0.1995
H 2.64 4.59 0.66  0.2095
H -0.19 5.02 0.04  0.2080
H -0.94 4.37 1.51  0.2332
H 0.50 5.39 1.63  0.2082
H 0.26 2.71 2.89  0.2360
H 1.81 3.56 2.90  0.2104
H 1.71 1.89 2.30  0.2102
H 0.72 1.95 -0.59  0.4275
H -0.78 0.75 -1.38  0.2388
H -2.40 -0.81 -2.42  0.2078
H -4.72 -1.11 -3.09  0.2202
H -6.96 -1.75 -2.72  0.1761
H -8.32 -0.63 -2.96  0.2023
H -6.82 -0.40 -3.88  0.1761
H -5.95 1.62 -0.04  0.2251
H -3.60 1.91 0.65  0.2489
H 1.59 -1.80 1.55  0.2455
H 0.06 -2.64 1.34  0.2407
H 1.37 -4.18 0.20  0.2427
H 1.18 -3.06 -1.15  0.2270
H 2.75 -1.01 -0.62  0.4513
H 6.08 -3.06 -0.22  0.2609
H 8.74 -2.18 -0.41  0.2330
H 8.83 -0.86 -1.59  0.2334
H 8.84 -0.49 0.13  0.2332
H -2.44 0.09 2.21  0.2625
H -4.25 -1.27 3.23  0.2342
H -3.46 -4.43 0.48  0.2321
H -1.65 -3.08 -0.56  0.2183


The following is a DFT calculation (ωB97M-V with the def2-TZVPD basis set) of C4H4NOP in the gas phase in a non-equilibrium geometry.

Structure (SMILES) = [H]/P=N/C=C\C=C=O
HOMO energy = -7.93 eV
Orbital gap = 6.8770 eV
ΔE to the lowest compared entry with this formula, charge and spin = 228.3 kJ/mol

Each line ends with the natural charge from an NBO analysis.
Atoms and positions in Å:
H 2.55 0.45 -2.14  -0.0920
P 2.44 -0.65 -1.41  0.6926
N 1.12 -0.07 -0.63  -0.7697
C 0.35 -1.01 -0.01  -0.0928
C -0.76 -0.73 0.69  -0.1491
C -1.30 0.60 0.94  -0.5937
C -0.84 1.70 0.48  0.7802
O -0.51 2.68 -0.05  -0.4280
H 0.62 -2.14 -0.28  0.1630
H -1.43 -1.56 1.13  0.2286
H -2.24 0.73 1.28  0.2612


Question: Which formula does entry 2 have?
Answer: C4H10O3S